Record 1
{
  "formula": "C2H3Cl3S",
  "method": "ωB97M-V/def2-TZVPD",
  "lumo_energy_ev": [-0.04, -1.56],
  "de_lowest_ev": 3.961,
  "gap_ev": [9.4, 6.3],
  "species": ["C", "C", "S", "Cl", "Cl", "Cl", "H", "H", "H"],
  "coordinates": [[1.54178, 0.08921, -0.77007], [-1.60545, -0.32184, 0.16268], [1.73587, 0.88404, 0.79200], [-1.88917, -0.92968, 1.79224], [-2.73116, -0.97778, -1.03018], [-1.53778, 1.47731, 0.08468], [2.12356, 0.60081, -1.48132], [1.50948, -1.00584, -0.96398], [0.85287, 0.18376, 1.41395]]
}


Record 2
{
  "formula": "C63H63F9O3",
  "method": "ωB97M-V/def2-TZVPD",
  "lumo_energy_ev": 0.50,
  "smiles": "Fc1ccccc1.Fc1ccccc1.Fc1ccccc1.Fc1ccccc1.Fc1ccccc1.Fc1ccccc1.Fc1ccccc1.Fc1ccccc1.Fc1ccccc1.CC(C)=O.CC(C)=O.CC(C)=O",
  "de_lowest_ev": 1.978,
  "gap_ev": 9.2,
  "species": ["F", "C", "C", "C", "C", "C", "C", "H", "H", "H", "H", "H", "F", "C", "C", "C", "C", "C", "C", "H", "H", "H", "H", "H", "F", "C", "C", "C", "C", "C", "C", "H", "H", "H", "H", "H", "F", "C", "C", "C", "C", "C", "C", "H", "H", "H", "H", "H", "F", "C", "C", "C", "C", "C", "C", "H", "H", "H", "H", "H", "F", "C", "C", "C", "C", "C", "C", "H", "H", "H", "H", "H", "F", "C", "C", "C", "C", "C", "C", "H", "H", "H", "H", "H", "F", "C", "C", "C", "C", "C", "C", "H", "H", "H", "H", "H", "F", "C", "C", "C", "C", "C", "C", "H", "H", "H", "H", "H", "C", "C", "C", "O", "H", "H", "H", "H", "H", "H", "C", "C", "C", "O", "H", "H", "H", "H", "H", "H", "C", "C", "C", "O", "H", "H", "H", "H", "H", "H"],
  "coordinates": [[0.74794, 2.78630, -4.42149], [1.10915, 1.51689, -4.70205], [1.44929, 1.34297, -6.01431], [1.75663, 0.04950, -6.46831], [1.73013, -1.04109, -5.59201], [1.55106, -0.73998, -4.19778], [1.20093, 0.55010, -3.73645], [1.40601, 2.27592, -6.57652], [1.98976, -0.09297, -7.57785], [1.80855, -2.07157, -5.92555], [1.70021, -1.55414, -3.48522], [0.90652, 0.75895, -2.68398], [2.73895, 6.17912, 3.49066], [2.36857, 5.82632, 2.23343], [2.10502, 6.77042, 1.27178], [1.67878, 6.40201, 0.00089], [1.37786, 5.06256, -0.19572], [1.58772, 4.05119, 0.78556], [2.19723, 4.49688, 1.98451], [2.26381, 7.79368, 1.49749], [1.36377, 7.17354, -0.71645], [1.03052, 4.80611, -1.18691], [1.29104, 3.02008, 0.65986], [2.38486, 3.82083, 2.81285], [1.97505, -1.17041, 3.39298], [1.66172, -0.15647, 4.26641], [0.79244, 0.87333, 3.87132], [0.46479, 1.80002, 4.88515], [1.01835, 1.73195, 6.18129], [1.83241, 0.65916, 6.49162], [2.17031, -0.26363, 5.53459], [0.34002, 0.72049, 2.95410], [-0.22700, 2.58259, 4.68064], [0.81084, 2.50322, 6.91760], [2.03529, 0.49299, 7.59370], [2.81905, -1.12583, 5.78694], [-4.70145, 2.75539, 0.86090], [-3.87466, 3.68304, 1.45214], [-4.44126, 4.86900, 1.84117], [-3.58886, 5.82559, 2.39063], [-2.20542, 5.59414, 2.45053], [-1.64724, 4.34658, 2.06886], [-2.48545, 3.41573, 1.45872], [-5.46467, 5.08747, 1.69860], [-4.07673, 6.68070, 2.79027], [-1.61244, 6.39367, 2.86247], [-0.59956, 4.18045, 2.24656], [-2.19831, 2.52405, 1.00165], [-3.77416, -3.90941, -0.89042], [-3.09734, -3.30157, -1.89232], [-2.31422, -2.21064, -1.47025], [-1.63468, -1.59960, -2.46255], [-1.77042, -1.93700, -3.84838], [-2.57190, -2.95719, -4.17262], [-3.21746, -3.72548, -3.17351], [-2.37387, -1.87290, -0.44439], [-1.07650, -0.69296, -2.21507], [-1.24486, -1.33072, -4.54858], [-2.74158, -3.11805, -5.21641], [-3.94784, -4.51472, -3.30489], [-1.79005, -3.13909, 2.16575], [-1.28105, -3.01714, 3.38515], [-1.87423, -2.08163, 4.25355], [-1.35572, -1.81374, 5.53133], [-0.25188, -2.59793, 5.88959], [0.36734, -3.46189, 5.03760], [-0.12781, -3.65685, 3.77827], [-2.80293, -1.72167, 3.92840], [-1.79543, -1.14731, 6.27411], [0.10110, -2.52849, 6.95217], [1.22189, -4.11312, 5.34666], [0.32605, -4.34221, 3.05158], [6.84532, 1.64988, -0.70796], [6.30015, 1.20611, 0.38416], [5.62823, 2.06069, 1.30081], [5.04208, 1.41709, 2.42656], [5.31344, 0.05723, 2.68989], [6.09501, -0.72119, 1.83571], [6.50925, -0.15724, 0.64526], [5.46723, 3.09265, 1.02824], [4.37778, 1.98333, 3.08613], [4.82345, -0.34971, 3.52354], [6.26212, -1.78736, 2.10078], [6.99686, -0.70904, -0.13697], [-7.62822, -2.37602, -2.60613], [-6.77383, -1.38654, -2.32571], [-7.07643, -0.55156, -1.21323], [-6.16098, 0.46043, -0.99619], [-4.91717, 0.50287, -1.65399], [-4.72776, -0.26279, -2.79053], [-5.68895, -1.19608, -3.11530], [-7.87473, -0.78130, -0.51895], [-6.30589, 1.23655, -0.28246], [-4.22319, 1.30097, -1.37501], [-3.80965, -0.16555, -3.30691], [-5.59529, -1.82272, -3.96454], [-3.20065, 1.35927, -4.82956], [-3.12664, 2.30648, -3.83722], [-2.09400, 2.16381, -2.90923], [-1.96513, 3.15134, -1.93024], [-2.81886, 4.23204, -1.88342], [-3.81849, 4.32898, -2.85659], [-3.98234, 3.38594, -3.81758], [-1.37639, 1.34665, -3.01041], [-1.15233, 2.99805, -1.17346], [-2.70921, 5.01555, -1.19035], [-4.44609, 5.15399, -2.85366], [-4.82549, 3.42580, -4.53172], [-0.79834, -6.62211, -2.28682], [0.33748, -5.71936, -1.84306], [0.70097, -4.59887, -2.86009], [0.99957, -5.85367, -0.85392], [-1.81484, -6.14861, -2.30677], [-0.88129, -7.54664, -1.75258], [-0.71855, -6.86927, -3.41861], [-0.17312, -4.03133, -3.18311], [1.08886, -5.08787, -3.74387], [1.39628, -3.95175, -2.37489], [2.91766, -4.50849, 1.65819], [4.20047, -4.44754, 0.81856], [4.19329, -5.34235, -0.35266], [5.17227, -3.81360, 1.20786], [2.05831, -4.43062, 0.99042], [3.00161, -3.75003, 2.49258], [2.93756, -5.50857, 2.15701], [3.42132, -5.03461, -1.10785], [3.85989, -6.31591, -0.02631], [5.16410, -5.28125, -0.77522], [3.00564, 0.20902, -0.40661], [1.56422, -0.06226, -0.17138], [1.22463, -1.42710, 0.40050], [0.78262, 0.84126, -0.23295], [3.27128, -0.21365, -1.35702], [3.75895, -0.29469, 0.26313], [3.17665, 1.33130, -0.55662], [0.23287, -1.42573, 0.81648], [2.01060, -1.85693, 1.02931], [1.03182, -2.20299, -0.31752]]
}